Record 1
This record from the Open Molecules 2025 dataset describes 4 unconnected molecules or ions with the total composition C41H64BN3O11P2S in a non-equilibrium geometry. The level of theory is wB97M-V/def2-TZVPD.

Properties
Kohn-Sham gap (eV): 7.85
Structure (SMILES): CCOCCOc1c(CCCc2ccccc2)c(P(C)CC)c(N)c2c1N(P(=O)(O)O)c1c(COO)cc(B(N)O)cc1S2.C1CCOC1.C1CCOC1.C1CCOC1
F_max (hartree/bohr): 0.0278
HOMO energy (eV): -7.4881

Cartesian coordinates (Å):
C 3.86 2.00 2.19
C 2.97 2.12 3.43
O 1.62 1.93 3.06
C 0.84 1.15 3.93
C -0.25 0.39 3.14
O -0.18 0.71 1.75
C -1.37 0.77 1.09
C -2.03 1.99 0.97
C -1.35 3.21 1.56
C 0.00 3.51 0.88
C -0.16 4.29 -0.44
C 1.02 4.03 -1.34
C 1.09 2.83 -2.07
C 2.18 2.56 -2.86
C 3.23 3.47 -2.96
C 3.17 4.66 -2.24
C 2.07 4.93 -1.44
C -3.26 2.04 0.27
P -4.00 3.72 0.12
C -5.37 3.72 -1.12
C -4.96 3.86 1.69
C -5.52 5.29 1.82
C -3.77 0.84 -0.27
N -5.02 0.82 -0.93
C -3.04 -0.35 -0.18
C -1.84 -0.38 0.51
N -1.02 -1.56 0.63
P 0.32 -1.40 -0.42
O 0.19 -0.36 -1.44
O 0.52 -2.87 -1.00
O 1.58 -1.20 0.55
C -1.68 -2.84 0.60
C -1.11 -3.90 1.30
C 0.09 -3.71 2.17
O -0.41 -3.29 3.44
O 0.72 -2.84 4.20
C -1.68 -5.16 1.22
C -2.84 -5.40 0.48
B -3.41 -6.86 0.40
N -4.77 -7.19 0.71
O -2.51 -7.88 0.08
C -3.43 -4.31 -0.16
C -2.86 -3.05 -0.10
S -3.70 -1.78 -0.97
H 3.21 1.95 1.31
H 4.50 2.87 2.06
H 4.45 1.08 2.20
H 3.09 3.11 3.87
H 3.26 1.38 4.18
H 0.35 1.81 4.66
H 1.46 0.44 4.48
H -1.24 0.66 3.53
H -0.12 -0.69 3.26
H -1.98 4.09 1.47
H -1.19 3.06 2.63
H 0.61 4.10 1.57
H 0.55 2.60 0.68
H -0.22 5.36 -0.25
H -1.08 3.96 -0.93
H 0.29 2.11 -1.98
H 2.25 1.63 -3.41
H 4.08 3.25 -3.59
H 3.99 5.36 -2.33
H 2.03 5.85 -0.86
H -5.14 3.10 -1.98
H -5.53 4.76 -1.40
H -6.31 3.35 -0.69
H -4.28 3.66 2.52
H -5.79 3.15 1.71
H -5.73 5.53 2.86
H -6.44 5.42 1.26
H -4.80 6.02 1.45
H -5.70 1.36 -0.41
H -5.39 -0.12 -0.99
H 1.39 -3.23 -0.79
H 2.27 -0.75 0.04
H 0.80 -2.97 1.81
H 0.62 -4.67 2.27
H 0.68 -3.42 4.97
H -1.21 -5.98 1.74
H -5.46 -6.68 0.17
H -4.93 -8.17 0.53
H -2.55 -8.07 -0.87
H -4.34 -4.45 -0.73
C 5.41 6.06 -6.84
C 6.24 4.91 -6.26
C 6.41 5.36 -4.82
O 5.24 6.12 -4.49
C 4.50 6.41 -5.67
H 4.86 5.80 -7.74
H 6.06 6.91 -7.08
H 5.66 3.99 -6.30
H 7.19 4.75 -6.77
H 7.29 6.01 -4.70
H 6.50 4.53 -4.12
H 3.60 5.79 -5.68
H 4.20 7.45 -5.65
C -3.32 -7.30 -5.55
C -4.66 -7.85 -5.08
C -4.42 -8.01 -3.59
O -3.50 -6.99 -3.22
C -2.94 -6.39 -4.39
H -3.37 -6.77 -6.50
H -2.60 -8.11 -5.65
H -5.45 -7.12 -5.26
H -4.95 -8.78 -5.56
H -3.98 -8.99 -3.36
H -5.33 -7.90 -2.99
H -3.36 -5.39 -4.51
H -1.86 -6.29 -4.25
C 5.78 -1.63 6.32
C 4.94 -2.05 5.12
C 3.53 -1.73 5.61
O 3.65 -0.61 6.49
C 5.03 -0.39 6.81
H 6.82 -1.41 6.08
H 5.76 -2.41 7.09
H 5.18 -1.43 4.25
H 5.06 -3.09 4.84
H 3.10 -2.57 6.17
H 2.85 -1.47 4.80
H 5.37 0.51 6.28
H 5.12 -0.22 7.88

Record 2
This record from the Open Molecules 2025 dataset describes a molecular structure, C41H64Be2Br2Cl4CsF2N5O16P in a non-equilibrium geometry. The level of theory is wB97M-V/def2-TZVPD.

Properties
Kohn-Sham gap (eV): 1.50
Charge: +1
F_max (hartree/bohr): 0.3758
HOMO energy (eV): -8.6144

Cartesian coordinates (Å):
C -4.54 0.09 -1.91
C -3.63 1.19 -1.34
O -2.97 1.89 -2.31
C -1.62 1.49 -2.47
C -0.90 2.46 -3.39
C 0.34 1.83 -4.03
C 1.38 1.42 -2.95
C 1.78 -0.04 -3.13
C 2.63 -0.66 -1.98
C 2.26 -2.12 -1.81
F 2.12 -2.64 -3.10
O 3.31 -2.76 -1.21
C 3.14 -4.17 -1.07
C 2.05 -4.64 -0.13
C 2.21 -4.21 1.34
C 1.33 -5.18 2.19
C 0.09 -4.43 2.90
N -1.08 -4.27 2.01
C -1.99 -3.16 2.43
C -1.93 -5.43 1.93
C -2.99 -5.42 0.87
O -1.90 -6.39 2.68
N 2.60 0.17 -0.77
C 2.15 -0.46 0.49
C 0.65 -0.48 0.72
C 0.22 -0.35 2.16
N -0.25 -0.56 -0.18
C 3.86 0.81 -0.50
C 4.99 0.13 0.00
C 6.10 0.93 0.27
C 6.06 2.29 0.02
N 5.02 2.95 -0.50
C 3.95 2.17 -0.73
H -3.91 -0.81 -1.94
H -4.90 0.36 -2.89
H -5.33 -0.10 -1.19
H -2.94 0.75 -0.62
H -4.32 1.93 -0.69
H -1.59 0.46 -2.84
H -1.16 1.55 -1.47
H -0.56 3.30 -2.78
H -1.58 2.88 -4.13
H 0.79 2.58 -4.68
H 0.05 0.98 -4.64
H 0.90 1.58 -1.99
H 2.25 2.07 -3.05
H 2.32 -0.14 -4.07
H 0.87 -0.62 -3.27
H 3.67 -0.66 -2.38
H 1.30 -2.31 -1.31
H 3.02 -4.68 -2.03
H 4.09 -4.53 -0.67
H 1.04 -4.37 -0.45
H 2.13 -5.74 -0.18
H 3.26 -4.24 1.63
H 1.78 -3.22 1.48
H 1.96 -5.56 3.05
H 0.93 -6.04 1.56
H 0.40 -3.44 3.21
H -0.17 -4.96 3.85
H -2.06 -2.43 1.62
H -2.99 -3.49 2.66
H -1.60 -2.65 3.31
H -3.32 -6.44 0.70
H -2.62 -5.00 -0.07
H -3.86 -4.84 1.17
H 2.54 0.16 1.29
H 2.59 -1.45 0.67
H 0.40 -1.26 2.73
H -0.82 -0.04 2.18
H 0.79 0.47 2.61
H 0.17 -0.60 -1.11
H 4.97 -0.93 0.21
H 7.01 0.50 0.67
H 6.93 2.89 0.26
H 3.07 2.66 -1.13
Br 6.71 -7.47 0.65
C 5.23 -6.71 1.64
C 4.36 -7.74 2.34
Br 3.20 -8.68 1.06
H 4.67 -6.11 0.93
H 5.69 -6.06 2.38
H 3.70 -7.24 3.05
H 4.93 -8.52 2.87
C -7.97 0.52 1.19
Cl -6.95 -0.93 1.02
Cl -7.75 1.17 2.81
Cl -7.48 1.73 0.01
Cl -9.66 0.07 0.94
Be 5.41 -10.17 1.36
N 6.45 -4.11 -2.58
O 7.11 -3.22 -1.95
O 6.51 -4.17 -3.80
O 5.77 -4.92 -1.92
C -4.09 4.92 4.03
C -4.62 3.69 4.59
C -6.05 3.78 5.08
O -6.64 2.81 5.50
C -6.68 5.08 5.05
C -6.14 6.31 4.51
C -4.76 6.20 3.91
O -4.21 7.13 3.36
O -6.73 7.37 4.52
O -4.00 2.65 4.65
H -3.08 4.91 3.65
H -7.68 5.10 5.48
C 4.22 5.45 0.85
O 4.48 6.81 1.23
P 4.08 7.23 2.70
O 4.71 6.49 3.78
O 2.49 7.12 2.76
C 1.69 7.77 1.75
O 4.40 8.78 2.61
C 4.19 9.57 3.79
H 5.08 5.07 0.33
H 4.01 4.83 1.73
H 3.35 5.43 0.19
H 1.11 7.01 1.23
H 2.31 8.31 1.03
H 1.02 8.47 2.24
H 3.75 8.99 4.60
H 3.53 10.39 3.54
H 5.15 9.96 4.12
Cs 0.68 -7.32 2.38
O -4.32 -0.79 -4.82
C -5.31 -0.63 -5.48
O -6.33 0.16 -5.08
C -7.42 0.08 -6.02
C -6.79 -0.39 -7.33
C -5.64 -1.26 -6.82
H -8.15 -0.62 -5.63
H -7.88 1.06 -6.10
H -7.49 -0.90 -7.98
H -6.38 0.47 -7.87
H -5.96 -2.29 -6.65
H -4.78 -1.25 -7.48
F -4.70 2.37 0.51
Be 5.73 -0.75 -2.20

Record 3
This record from the Open Molecules 2025 dataset describes 7 unconnected molecules or ions with the total composition C41H65ClN2O16 in a non-equilibrium geometry. The level of theory is wB97M-V/def2-TZVPD.

Properties
Kohn-Sham gap (eV): 9.11
Structure (SMILES): CC(=O)N(C)CCCC[C@@H]1NC(=O)[C@H](CCOC=O)[C@@H]1C[C@H](C)Cl.O=C1CCCO1.O=C1CCCO1.O=C1CCCO1.O=C1CCCO1.O=C1CCCO1.O=C1CCCO1
F_max (hartree/bohr): 0.0259
HOMO energy (eV): -8.6977

Cartesian coordinates (Å):
C -1.62 -4.82 2.84
C -1.89 -5.92 1.83
O -3.03 -6.21 1.56
N -0.80 -6.60 1.18
C 0.11 -7.14 2.21
C -0.06 -5.67 0.30
C -0.88 -5.26 -0.93
C -1.72 -3.98 -0.80
C -0.99 -2.70 -1.23
C -0.07 -2.16 -0.16
N -0.68 -1.88 1.14
C 0.35 -1.23 1.88
O 0.32 -1.05 3.07
C 1.49 -0.84 0.92
C 2.31 0.39 1.31
C 3.75 0.03 1.62
O 4.61 1.13 1.19
C 5.89 0.84 1.47
O 6.75 1.67 1.58
C 0.80 -0.93 -0.46
C 0.09 0.30 -1.04
C -0.72 1.21 -0.10
C -2.04 1.64 -0.78
Cl 0.18 2.72 0.31
H -2.22 -3.95 2.62
H -1.91 -5.20 3.82
H -0.58 -4.53 2.90
H 0.36 -6.42 2.99
H -0.32 -8.01 2.68
H 1.05 -7.44 1.74
H 0.30 -4.81 0.88
H 0.82 -6.21 -0.04
H -1.52 -6.11 -1.15
H -0.20 -5.15 -1.77
H -2.14 -3.87 0.20
H -2.57 -4.09 -1.47
H -1.77 -1.95 -1.42
H -0.45 -2.85 -2.16
H 0.69 -2.94 0.00
H -1.48 -1.27 1.06
H 2.15 -1.72 0.95
H 1.89 0.78 2.23
H 2.31 1.14 0.53
H 3.90 -0.13 2.69
H 4.07 -0.88 1.11
H 6.13 -0.22 1.60
H 1.54 -1.24 -1.19
H 0.83 0.91 -1.55
H -0.57 -0.05 -1.83
H -0.99 0.72 0.83
H -2.81 0.92 -0.50
H -2.34 2.61 -0.41
H -1.92 1.65 -1.86
O -1.14 0.45 -4.09
C -2.19 0.62 -4.65
O -3.22 -0.25 -4.51
C -4.31 0.15 -5.36
C -4.11 1.64 -5.60
C -2.58 1.75 -5.57
H -4.27 -0.43 -6.28
H -5.24 -0.08 -4.85
H -4.56 1.99 -6.52
H -4.53 2.21 -4.78
H -2.13 1.57 -6.55
H -2.23 2.70 -5.19
O 4.49 1.81 -3.73
C 5.46 2.23 -3.16
O 6.34 3.07 -3.75
C 7.45 3.32 -2.87
C 6.93 3.02 -1.47
C 5.91 1.92 -1.75
H 8.27 2.67 -3.16
H 7.76 4.36 -3.00
H 7.71 2.74 -0.77
H 6.41 3.90 -1.08
H 6.36 0.92 -1.74
H 5.07 1.95 -1.06
O -0.49 -8.66 4.78
C 0.53 -8.69 5.41
O 1.66 -8.07 4.99
C 2.75 -8.35 5.89
C 2.09 -8.73 7.21
C 0.79 -9.39 6.73
H 3.34 -9.17 5.47
H 3.37 -7.47 5.96
H 2.71 -9.37 7.83
H 1.85 -7.83 7.78
H 0.92 -10.45 6.53
H -0.04 -9.24 7.41
O 5.05 5.58 -1.11
C 4.35 5.68 -0.14
O 3.67 6.81 0.14
C 2.99 6.68 1.40
C 2.86 5.18 1.63
C 4.11 4.65 0.94
H 3.61 7.17 2.16
H 2.04 7.20 1.34
H 2.78 4.92 2.69
H 1.97 4.81 1.13
H 4.98 4.63 1.60
H 3.96 3.66 0.50
O -4.33 3.66 0.40
C -4.34 3.49 1.59
O -3.76 4.35 2.45
C -3.83 3.83 3.79
C -4.99 2.84 3.78
C -4.94 2.32 2.35
H -2.87 3.35 4.02
H -3.97 4.66 4.48
H -4.90 2.07 4.54
H -5.93 3.38 3.94
H -4.26 1.47 2.25
H -5.91 2.06 1.95
O -2.71 5.02 -6.04
C -3.79 5.45 -5.79
O -4.91 4.68 -5.86
C -6.08 5.48 -5.60
C -5.58 6.68 -4.81
C -4.17 6.86 -5.38
H -6.52 5.77 -6.56
H -6.80 4.88 -5.05
H -6.21 7.56 -4.92
H -5.52 6.43 -3.75
H -4.15 7.49 -6.27
H -3.46 7.24 -4.65

Q: Kohn-Sham gap of number 3 (C41H65ClN2O16)?
A: 9.11 eV

Q: The lowest F_max belongs to which entry?
A: C41H65ClN2O16

Q: Which value of Kohn-Sham gap does entry 2 give?
A: 1.50 eV